[1]
Molecular formula: C5H6
Method: DFT, ωB97M-V/def2-TZVPD

The energy above the lowest of the compared OMol25 structures with the same formula, charge and spin is 54.6 kcal per mole. The net charge is 0. As for the total energy: -5273.446 eV. The frontier orbital gap (alpha / beta) comes out at 9.05 / 9.27 eV. The spin multiplicity is 3.

Structure (XYZ):
```
11
Properties=species:S:1:pos:R:3:forces:R:3:mulliken_spin:R:1
C 3.271558 0.130320 -0.290728 0.8 0.3 -1.3 0.01
C 2.398170 -0.364383 0.328535 -3.7 -0.8 2.7 0.00
H -2.124980 0.245430 -1.371092 0.5 0.1 -0.7 0.04
H 3.840331 0.424996 -1.116190 0.9 0.4 -0.3 0.00
H -1.105021 0.502619 1.574884 -0.6 1.2 1.7 0.04
C -2.131703 -0.196110 -0.397162 -0.3 -2.7 0.4 0.17
H 1.456903 -0.602785 0.917067 2.1 0.2 -1.1 0.00
H -3.105557 -0.705852 -0.273145 0.2 1.1 1.0 0.03
C -0.987866 -0.977058 0.155440 -0.2 0.6 -2.1 1.61
C -0.996263 0.391206 0.547368 -0.3 -0.3 -1.0 0.06
H -0.515567 1.151613 -0.074982 0.5 -0.1 0.7 0.04
```
Positions in Å, forces in eV/Å.


[2]
Molecular formula: C4H8O2
Method: DFT, ωB97M-V/def2-TZVPD

The energy above the lowest of the compared OMol25 structures with the same formula, charge and spin is 147.6 kcal per mole. The net charge is 0. As for the total energy: -8366.881 eV. The frontier orbital gap (alpha / beta) comes out at 8.03 / 8.03 eV.

Structure (XYZ):
```
14
Properties=species:S:1:pos:R:3:forces:R:3:mulliken_charge:R:1
H -0.519299 -0.020844 2.486748 0.1 -0.2 0.0 0.20
H 1.643000 -1.397977 -0.365337 0.0 0.1 0.0 0.36
O 0.520741 0.325488 -0.593610 -0.2 0.2 -0.2 -0.44
H 2.441137 0.013768 -1.111000 0.0 -0.1 0.0 0.25
H -0.720928 -1.368661 -0.269349 0.0 0.2 0.0 0.39
H -2.720715 0.159305 0.133714 0.3 0.0 0.1 0.36
C -0.657672 -0.286614 -0.238281 0.2 0.0 0.2 -0.16
O -1.639965 1.863445 -0.191020 0.3 -0.1 0.0 -0.52
H 1.043812 0.205883 1.791525 -0.3 -0.1 -0.1 0.16
C 1.514920 -0.557379 -1.057762 0.3 -0.3 -0.2 -0.72
C 0.278748 -0.586299 1.963137 -0.3 0.2 0.0 -0.40
H -0.718330 2.063331 -0.426249 -0.2 0.1 0.0 0.38
C -1.718197 0.521487 -0.069692 -0.1 -0.1 0.2 -0.16
H 1.252747 -0.934937 -2.052828 0.1 0.0 0.1 0.30
```
Positions in Å, forces in eV/Å.


[3]
Molecular formula: C3H12N4O
Method: DFT, ωB97M-V/def2-TZVPD

The energy above the lowest of the compared OMol25 structures with the same formula, charge and spin is 87.4 kcal per mole. The net charge is +2. As for the total energy: -11293.264 eV. The frontier orbital gap comes out at 9.44 eV.

Structure (XYZ):
```
20
Properties=species:S:1:pos:R:3:forces:R:3:mulliken_charge:R:1
C -0.290378 -0.126608 -0.097232 -0.4 1.0 -0.8 -1.13
C 2.428755 -0.066443 -0.389786 0.1 -0.8 0.5 0.46
N 2.970007 0.791522 0.413959 -0.1 1.9 -1.6 -0.30
H -2.533059 1.935196 -0.869582 -1.3 1.1 -1.6 0.35
H 3.282625 -1.569268 0.554346 -0.2 0.5 -0.4 0.35
N -2.655539 -0.430716 0.201171 -2.8 1.1 -0.2 -0.64
H -3.475173 0.189587 0.435313 0.7 -1.4 -0.1 0.30
H 3.261800 1.722152 0.179864 -0.9 0.7 -0.9 0.26
O 2.664888 -1.329198 -0.171181 -0.8 -0.7 -0.1 -0.43
C -1.560374 0.332698 -0.092890 3.5 0.3 0.1 0.56
H -0.798775 2.228642 -0.598272 -1.6 -0.7 -0.5 0.37
H -0.969585 -2.017458 -0.640871 0.9 0.4 0.9 0.38
H -1.869844 2.296978 0.698668 -0.1 -1.3 -3.0 0.44
N -1.733381 1.797042 -0.325810 2.6 0.9 5.3 -0.34
H 1.655274 0.127952 -1.179392 1.4 0.2 0.6 0.47
H 0.525208 -2.290156 0.178538 -2.9 3.0 0.2 0.37
H -1.007795 -1.671542 0.924237 -0.7 -0.8 1.6 0.36
N -0.404820 -1.575920 0.141728 2.2 -3.5 -2.2 -0.30
H -2.891853 -0.976832 -0.627684 -0.6 -0.1 0.3 0.27
H 3.402026 0.632376 1.264873 1.0 -1.6 2.0 0.22
```
Positions in Å, forces in eV/Å.


[4]
Molecular formula: C2H2N2O2S
Method: DFT, ωB97M-V/def2-TZVPD

The energy above the lowest of the compared OMol25 structures with the same formula, charge and spin is 69.6 kcal per mole. The net charge is 0. As for the total energy: -20013.331 eV. The structure (SMILES) is Oc1noc(=S)[nH]1. The frontier orbital gap comes out at 8.11 eV.

Structure (XYZ):
```
9
Properties=species:S:1:pos:R:3:forces:R:3:mulliken_charge:R:1
S 0.336052 -2.538047 1.444832 1.6 0.0 -0.6 -0.36
C 0.252895 -0.968357 0.924985 -2.6 -4.0 2.1 0.25
O -0.690128 -0.319928 1.603133 0.1 3.4 -1.4 -0.13
H 0.689292 -0.892950 -1.232129 -0.4 1.8 4.2 0.37
H 0.652713 1.841111 -1.772969 -4.6 -1.4 2.6 0.40
C -0.328522 0.712963 -0.267559 -0.7 3.0 -0.2 0.51
O -0.376562 1.608397 -1.272789 4.1 0.7 -2.3 -0.55
N -1.010532 0.891091 0.790271 -0.7 -0.5 1.5 -0.32
N 0.474791 -0.334279 -0.217775 3.1 -3.0 -5.9 -0.17
```
Positions in Å, forces in eV/Å.